No. 1
96
Properties=species:S:1:pos:R:3:mulliken_charge:R:1 method="wB97M-V/def2-TZVPD" orbital_gap_ha=0.047 e_homo_ev=-9.65 multiplicity=1 charge=+1
Mg -7.636 -4.720 8.368 1.07
C -6.299 -1.283 13.825 0.08
O -7.067 -0.029 13.716 -0.22
O -6.769 -1.964 12.711 -0.46
C -4.698 -1.140 14.083 0.78
F -3.979 -0.585 13.076 -0.25
F -4.342 -0.561 15.212 -0.24
F -4.178 -2.355 14.248 -0.26
C -7.561 0.516 14.929 -0.15
C -8.468 1.720 14.747 -1.31
H -9.425 1.398 14.337 0.32
H -8.861 2.095 15.691 0.39
H -8.036 2.532 14.161 0.33
H -6.768 0.793 15.623 0.31
H -8.193 -0.209 15.442 0.34
H -6.615 -1.757 14.755 0.32
C -8.841 -11.539 10.608 -0.92
S -7.850 -10.121 11.309 0.50
O -7.908 -8.971 10.313 -0.65
C -8.817 -9.795 12.840 -0.84
H -8.515 -12.385 11.213 0.34
H -8.623 -11.558 9.540 0.32
H -9.920 -11.474 10.754 0.32
H -8.580 -8.818 13.260 0.32
H -8.460 -10.519 13.572 0.33
H -9.865 -9.934 12.574 0.28
C -6.140 1.535 7.457 -0.90
S -7.787 1.017 6.688 0.49
O -7.946 -0.457 7.066 -0.62
C -8.758 1.990 7.960 -0.86
H -5.874 1.164 8.447 0.30
H -6.096 2.621 7.541 0.34
H -5.369 1.141 6.795 0.31
H -8.415 1.771 8.971 0.25
H -9.799 1.700 7.815 0.31
H -8.655 3.066 7.814 0.36
C 4.583 0.259 13.942 -0.86
S 5.658 -1.104 13.180 0.47
O 6.084 -0.673 11.782 -0.59
C 7.089 -1.040 14.379 -0.89
H 4.212 -0.124 14.893 0.32
H 3.747 0.493 13.283 0.31
H 5.233 1.134 13.961 0.29
H 7.544 -0.060 14.230 0.30
H 7.822 -1.790 14.081 0.31
H 6.897 -1.279 15.425 0.35
C -0.294 4.101 17.491 -0.87
S 0.606 5.645 17.893 0.49
O 1.962 5.638 17.230 -0.60
C -0.561 6.803 17.111 -0.87
H -1.130 4.244 18.175 0.33
H 0.281 3.199 17.700 0.31
H -0.623 4.117 16.452 0.28
H -0.561 6.653 16.031 0.30
H -0.236 7.818 17.336 0.31
H -1.501 6.571 17.611 0.33
C -13.297 -2.380 11.846 -0.85
S -13.510 -3.811 10.641 0.47
O -12.081 -4.235 10.315 -0.63
C -14.030 -5.009 11.987 -0.91
H -14.111 -1.697 11.602 0.32
H -12.435 -1.782 11.551 0.31
H -13.299 -2.533 12.925 0.29
H -13.488 -4.883 12.924 0.30
H -13.974 -6.007 11.553 0.33
H -15.111 -4.899 12.072 0.35
C -17.798 5.002 10.662 -0.96
C -16.334 5.204 10.459 0.72
O -15.677 4.312 9.877 -0.58
C -15.648 6.408 10.973 -0.94
H -18.238 5.977 10.870 0.33
H -18.000 4.500 11.608 0.26
H -18.205 4.423 9.832 0.31
H -14.819 6.066 11.592 0.29
H -16.242 7.052 11.622 0.32
H -15.385 7.045 10.129 0.26
C -0.288 -8.115 15.404 -0.89
C -1.406 -8.834 14.822 0.70
O -1.335 -9.176 13.645 -0.57
C -2.544 -9.365 15.693 -1.05
H -0.041 -7.181 14.898 0.30
H 0.540 -8.816 15.297 0.26
H -0.493 -7.928 16.458 0.30
H -3.183 -8.532 15.985 0.31
H -2.128 -9.545 16.684 0.34
H -2.861 -10.309 15.250 0.30
C -10.396 4.239 22.092 -0.97
C -11.056 5.545 22.532 0.68
O -11.197 5.766 23.710 -0.52
C -11.418 6.546 21.479 -0.99
H -10.348 3.433 22.824 0.31
H -9.410 4.526 21.726 0.26
H -10.955 3.769 21.283 0.32
H -12.475 6.480 21.221 0.26
H -10.874 6.460 20.538 0.32
H -11.118 7.548 21.787 0.33

---

No. 2
91
Properties=species:S:1:pos:R:3:mulliken_charge:R:1 method="wB97M-V/def2-TZVPD" orbital_gap_ha=0.178 e_homo_ev=-9.11 multiplicity=1 charge=+1 e_above_lowest_kcal_mol=92.14
O 9.644 2.245 2.006 -0.52
C 8.864 2.909 3.039 -0.32
C 9.009 4.505 3.055 -0.43
C 8.476 5.256 1.731 -0.94
C 7.533 4.300 0.861 0.19
C 6.108 3.997 1.413 -0.29
C 5.124 3.037 0.660 0.49
C 3.667 2.628 1.160 -0.50
C 3.168 3.378 2.487 -0.56
C 4.040 3.047 3.811 -0.33
O 4.230 4.343 4.494 -0.54
C 5.680 2.441 -0.702 -0.22
S 4.722 1.322 -1.804 -0.20
C 7.124 2.849 -1.165 -0.37
N 7.986 3.734 -0.393 0.08
H 9.041 1.538 1.664 0.35
H 7.792 2.519 2.975 0.13
H 9.279 2.533 4.055 0.34
H 10.109 4.739 3.314 0.34
H 8.397 4.912 3.948 0.27
H 9.339 5.727 1.147 0.35
H 7.799 6.121 2.093 0.28
H 5.810 4.496 2.393 0.43
H 2.856 2.744 0.343 0.44
H 3.685 1.493 1.402 0.27
H 2.103 2.981 2.713 0.21
H 3.047 4.518 2.370 0.32
H 5.103 2.668 3.554 0.12
H 3.551 2.276 4.497 0.34
H 5.198 4.474 4.601 0.30
H 5.151 0.005 -1.705 0.21
H 7.561 2.448 -2.144 0.38
H 8.940 3.989 -0.696 0.32
O 0.586 1.437 0.554 -0.74
P -0.685 1.309 -0.316 0.81
N -1.717 1.516 1.015 0.27
C -2.751 0.676 1.575 -0.96
C -1.940 2.904 1.400 -1.16
N -0.332 -0.329 -0.750 0.30
C -0.621 -1.450 0.138 -0.71
C 1.037 -0.510 -1.249 -1.18
N -2.110 1.216 -1.388 0.00
C -2.938 0.049 -1.637 -0.89
C -1.795 1.842 -2.681 -1.14
H -3.726 0.862 1.116 0.38
H -2.854 0.859 2.650 0.38
H -2.528 -0.385 1.507 0.17
H -2.729 3.358 0.787 0.32
H -1.028 3.497 1.271 0.27
H -2.218 2.996 2.454 0.38
H -0.247 -1.285 1.154 0.24
H -0.188 -2.381 -0.238 0.42
H -1.691 -1.661 0.172 -0.11
H 1.761 -0.584 -0.432 0.33
H 1.329 0.335 -1.884 0.36
H 1.115 -1.411 -1.862 0.42
H -2.427 -0.717 -2.232 0.35
H -3.837 0.346 -2.189 0.50
H -3.310 -0.414 -0.726 -0.01
H -1.143 1.204 -3.291 0.36
H -1.280 2.797 -2.525 0.37
H -2.703 2.065 -3.252 0.35
O -4.526 -2.701 -0.692 -0.78
P -4.948 -4.029 -1.353 0.87
N -5.516 -3.247 -2.750 0.35
C -6.815 -3.220 -3.380 -1.00
C -4.483 -2.918 -3.724 -1.14
N -6.135 -4.359 -0.140 0.17
C -7.453 -3.735 -0.151 -1.07
C -5.610 -4.244 1.230 -1.17
N -5.355 -5.606 -2.089 -0.08
C -6.658 -6.245 -2.119 -0.89
C -4.360 -6.609 -1.681 -1.12
H -6.942 -4.037 -4.097 0.35
H -6.959 -2.280 -3.925 0.35
H -7.639 -3.244 -2.671 0.23
H -4.261 -3.781 -4.364 0.29
H -3.556 -2.619 -3.224 0.25
H -4.774 -2.076 -4.359 0.37
H -7.399 -2.649 -0.280 0.25
H -8.002 -3.941 0.772 0.40
H -8.087 -4.165 -0.928 0.27
H -5.576 -3.205 1.568 0.34
H -4.595 -4.652 1.290 0.35
H -6.224 -4.815 1.931 0.39
H -6.976 -6.610 -1.135 0.33
H -6.628 -7.107 -2.795 0.35
H -7.440 -5.602 -2.517 0.24
H -4.505 -6.921 -0.640 0.36
H -3.348 -6.198 -1.772 0.33
H -4.397 -7.496 -2.323 0.36

---

No. 3
88
Properties=species:S:1:pos:R:3:mulliken_charge:R:1 method="wB97M-V/def2-TZVPD" orbital_gap_ha="0.182 / 0.172" e_homo_ev="-15.81 / -15.80" multiplicity=1 charge=+3
Bi -1.013 -0.423 0.916 1.38
P 1.647 -0.575 1.753 0.92
P 1.048 1.487 -1.324 1.11
P 0.966 -1.381 -1.558 1.34
H -6.693 -5.057 0.969 0.27
C -5.812 -5.653 0.696 -0.54
C -4.894 -6.023 1.600 -0.52
H -4.962 -5.720 2.651 0.29
C 1.711 -0.293 3.553 -1.33
C 3.112 0.371 1.143 -1.08
C 2.204 -2.334 1.620 -1.17
C -0.033 2.122 -2.676 -1.23
C 0.775 2.806 -0.066 -0.24
C 2.702 2.041 -1.941 -1.57
C 0.518 -3.158 -1.346 -1.33
C 2.752 -1.514 -2.014 -1.52
C 0.211 -1.116 -3.213 -1.66
H -5.771 -6.011 -0.344 0.29
H -4.080 -6.706 1.325 0.27
H 0.881 -0.808 4.055 0.42
H 1.683 0.771 3.835 0.26
H 2.660 -0.723 3.904 0.56
H 2.908 1.448 1.087 0.29
H 3.423 0.050 0.141 0.04
H 3.963 0.226 1.826 0.50
H 1.340 -3.015 1.647 0.23
H 2.850 -2.566 2.480 0.51
H 2.769 -2.542 0.698 0.35
H 0.477 2.974 -3.143 0.52
H -1.000 2.452 -2.275 0.01
H -0.212 1.360 -3.441 0.34
H 1.071 3.776 -0.499 0.59
H 1.335 2.648 0.869 0.11
H -0.300 2.825 0.165 -0.72
H 2.573 2.543 -2.907 0.49
H 3.364 1.179 -2.069 0.38
H 3.150 2.733 -1.215 0.47
H 1.042 -3.703 -2.142 0.65
H -0.565 -3.303 -1.462 0.12
H 0.817 -3.565 -0.371 0.29
H 2.935 -2.537 -2.370 0.48
H 3.436 -1.326 -1.174 0.26
H 2.987 -0.813 -2.827 0.52
H 0.244 -2.058 -3.775 0.54
H 0.771 -0.357 -3.773 0.54
H -0.839 -0.806 -3.114 0.32
C -2.423 -3.332 0.753 0.54
C -3.475 -2.851 -0.084 -0.23
C -3.871 -3.621 -1.171 -0.57
C -3.376 -4.917 -1.341 -0.40
C -2.519 -5.471 -0.377 -0.47
C -2.067 -4.712 0.693 -0.36
O -1.705 -2.505 1.486 -1.00
H -1.785 -0.575 -0.722 0.07
H -3.854 -1.832 0.067 0.71
H -4.587 -3.234 -1.904 0.49
H -3.689 -5.489 -2.228 0.48
H -2.209 -6.513 -0.483 0.47
H -1.376 -5.118 1.439 0.42
C -0.772 2.340 4.366 -1.07
N -0.802 3.115 3.106 1.05
C 0.049 4.301 3.173 -1.10
P -2.170 2.853 2.196 -0.41
O -2.254 1.379 1.837 -1.00
N -3.473 3.237 3.125 0.51
C -4.621 2.340 3.184 -0.96
C -3.523 4.386 4.032 -0.95
N -2.275 3.646 0.716 0.52
C -3.042 2.943 -0.345 -1.05
C -2.478 5.096 0.635 -1.02
H -0.977 1.279 4.163 0.24
H 0.224 2.411 4.820 0.41
H -1.486 2.741 5.105 0.15
H 1.056 3.962 3.460 0.38
H 0.132 4.837 2.219 0.32
H -0.316 4.970 3.969 0.29
H -4.832 2.098 4.233 0.41
H -5.507 2.797 2.723 0.31
H -4.367 1.428 2.640 0.17
H -3.011 4.178 4.993 0.25
H -3.077 5.283 3.567 0.31
H -4.586 4.587 4.243 0.40
H -4.137 2.978 -0.178 0.33
H -2.832 3.428 -1.310 0.31
H -2.713 1.895 -0.400 0.30
H -1.708 5.658 1.180 0.31
H -2.395 5.351 -0.430 0.37
H -3.485 5.387 0.983 0.30

---

No. 4
115
Properties=species:S:1:pos:R:3:mulliken_charge:R:1 method="wB97M-V/def2-TZVPD" orbital_gap_ha=0.293 e_homo_ev=-8.97 multiplicity=1 smiles="CCSC[PH2](Cl)C(=O)C(F)(F)C(F)(F)C(F)(F)C(=O)O.COP(=O)(OC)OC.COP(=O)(OC)OC.COP(=O)(OC)OC.COP(=O)(OC)OC.COP(=O)(OC)OC" charge=0
C 2.702 4.946 3.582 -0.58
C 3.524 5.545 2.452 -0.57
S 3.253 7.323 2.129 -0.06
C 1.503 7.685 2.434 -0.93
P 0.308 6.622 1.433 0.19
Cl -1.095 5.451 0.180 -0.40
C -1.166 7.046 2.546 0.24
O -2.098 7.616 2.059 -0.34
C -1.257 6.672 4.049 0.92
F -0.151 6.103 4.535 -0.24
F -1.411 7.834 4.714 -0.30
C -2.495 5.809 4.429 0.22
F -3.619 6.498 4.284 -0.24
F -2.361 5.583 5.749 -0.34
C -2.547 4.418 3.734 1.12
F -3.035 3.555 4.629 -0.32
F -1.332 3.972 3.390 -0.24
C -3.459 4.307 2.486 -0.12
O -3.731 3.203 2.103 -0.60
O -3.868 5.404 1.859 -0.22
H 2.977 5.325 4.561 0.31
H 1.629 5.037 3.462 -0.11
H 2.911 3.876 3.601 0.38
H 4.568 5.433 2.726 0.38
H 3.381 5.024 1.512 0.37
H 1.357 8.712 2.101 0.44
H 1.336 7.695 3.510 0.39
H 1.095 5.470 1.489 0.01
H 0.498 7.441 0.310 0.16
H -3.905 5.221 0.913 0.36
C -5.725 -0.046 -1.588 -0.67
O -4.604 -0.938 -1.717 -0.35
P -3.157 -0.412 -1.094 1.01
O -2.913 0.760 -1.993 -0.69
O -2.407 -1.768 -1.535 -0.16
C -2.299 -2.076 -2.923 -0.81
O -1.996 -0.118 0.060 -0.29
C -2.455 0.337 1.359 -0.69
H -6.636 -0.636 -1.670 0.24
H -5.721 0.464 -0.626 0.28
H -5.699 0.689 -2.391 0.28
H -2.309 -1.174 -3.534 0.36
H -3.116 -2.732 -3.223 0.29
H -1.355 -2.598 -3.074 0.28
H -3.080 -0.425 1.828 0.36
H -3.017 1.265 1.256 0.37
H -1.586 0.512 1.985 0.29
C -8.847 8.853 4.223 -0.64
O -8.507 10.007 3.434 -0.34
P -6.895 10.327 3.240 1.10
O -6.456 10.634 4.632 -0.68
O -7.198 11.622 2.339 -0.33
C -7.821 12.750 2.949 -0.68
O -5.457 10.076 2.456 -0.31
C -5.134 8.714 2.091 -0.61
H -9.856 8.547 3.955 0.25
H -8.167 8.024 4.034 0.27
H -8.818 9.113 5.280 0.28
H -7.603 12.799 4.016 0.34
H -8.900 12.706 2.796 0.24
H -7.433 13.644 2.466 0.24
H -5.870 8.324 1.384 0.40
H -5.102 8.081 2.978 0.28
H -4.160 8.711 1.620 0.22
C -1.173 -3.455 0.257 -0.66
O -0.158 -4.267 0.893 -0.34
P -0.437 -4.710 2.456 1.06
O -0.435 -3.403 3.176 -0.66
O 0.948 -5.518 2.544 -0.30
C 2.172 -4.785 2.490 -0.63
O -1.134 -5.728 3.571 -0.30
C -2.478 -6.174 3.301 -0.72
H -1.070 -3.564 -0.815 0.11
H -2.172 -3.777 0.549 0.32
H -1.029 -2.413 0.526 0.42
H 2.051 -3.767 2.858 0.34
H 2.541 -4.762 1.464 0.21
H 2.903 -5.297 3.112 0.24
H -2.516 -6.762 2.383 0.33
H -3.156 -5.319 3.221 0.33
H -2.796 -6.800 4.131 0.24
C 4.978 -5.482 -3.322 -0.74
O 6.025 -6.206 -2.647 -0.24
P 5.890 -6.357 -1.007 1.09
O 5.998 -4.945 -0.538 -0.69
O 7.255 -7.197 -0.910 -0.32
C 8.485 -6.541 -1.212 -0.66
O 5.282 -7.130 0.331 -0.28
C 3.904 -7.554 0.274 -0.59
H 4.978 -5.782 -4.368 0.22
H 4.004 -5.708 -2.889 0.35
H 5.168 -4.412 -3.256 0.28
H 8.424 -5.470 -1.021 0.34
H 8.751 -6.713 -2.255 0.22
H 9.255 -6.973 -0.576 0.24
H 3.762 -8.290 -0.521 0.33
H 3.253 -6.693 0.101 0.22
H 3.646 -8.009 1.226 0.23
C 7.212 -10.306 -8.815 -0.68
O 6.214 -9.974 -7.832 -0.33
P 5.606 -8.437 -7.878 1.07
O 6.799 -7.605 -7.551 -0.66
O 4.632 -8.718 -6.633 -0.33
C 5.211 -8.946 -5.351 -0.68
O 4.546 -7.315 -8.492 -0.24
C 4.304 -7.346 -9.914 -0.73
H 7.232 -11.389 -8.921 0.24
H 6.985 -9.862 -9.782 0.30
H 8.187 -9.961 -8.474 0.29
H 6.181 -8.461 -5.250 0.37
H 5.318 -10.017 -5.178 0.32
H 4.535 -8.539 -4.600 0.16
H 3.847 -8.292 -10.209 0.33
H 5.238 -7.198 -10.464 0.34
H 3.620 -6.537 -10.156 0.23